Entry 1:
C35H34BCl3FeN5O3S2 as an isolated structure at a distorted geometry. Source: the Open Molecules 2025 dataset; level of theory: the ωB97M-V functional and the def2-TZVPD basis.

XYZ file:
```
84
Properties=species:S:1:pos:R:3:forces:R:3
Fe 0.169 -1.219 0.138 -0.2 1.0 0.5
C 3.288 2.416 1.821 0.0 0.0 0.0
N 3.323 0.982 2.105 0.0 -0.1 0.0
C 4.056 0.389 3.113 0.0 -0.1 0.0
C 3.814 -0.931 3.072 0.0 0.1 0.0
N 2.916 -1.149 2.023 -0.1 0.1 0.0
C 2.625 0.052 1.445 0.0 0.0 0.1
S 1.631 0.438 0.104 0.1 -0.2 -0.3
C 2.446 -2.432 1.655 0.1 0.0 0.0
C 3.228 -3.544 1.928 0.0 0.0 0.0
C 2.724 -4.800 1.643 -0.1 0.0 0.0
C 1.456 -4.916 1.088 0.1 0.0 0.1
C 0.766 -3.761 0.815 0.0 -0.1 0.1
N 1.240 -2.528 1.092 0.0 -0.5 -0.2
H 4.069 2.890 2.408 0.0 0.0 0.0
H 2.315 2.815 2.102 0.0 0.0 0.0
H 3.473 2.584 0.763 0.0 0.0 0.0
H 4.683 0.965 3.770 0.0 0.0 0.0
H 4.162 -1.724 3.707 0.0 0.0 0.0
H 4.221 -3.430 2.333 0.0 0.0 0.0
H 3.322 -5.678 1.844 0.0 0.0 0.0
H 1.019 -5.876 0.857 0.0 0.0 0.0
H -0.216 -3.802 0.352 0.0 0.0 0.0
Cl -8.537 5.883 3.728 0.0 0.0 0.0
C -7.261 4.760 3.437 0.0 0.0 0.0
C -6.727 4.032 4.490 0.0 0.0 -0.1
C -5.700 3.143 4.228 0.0 0.0 0.0
C -5.193 2.953 2.944 0.0 0.0 0.0
C -4.079 1.946 2.755 -0.1 0.0 -0.1
C -4.564 0.704 2.001 0.0 0.0 0.0
N -3.456 -0.230 1.811 0.0 0.0 0.0
C -3.037 -1.190 2.701 0.0 0.0 0.1
C -1.886 -1.698 2.205 0.0 0.1 0.0
N -1.585 -1.044 1.016 -0.3 -0.5 0.0
C -2.569 -0.166 0.825 0.1 0.0 -0.1
O -2.973 2.450 2.028 0.0 -0.1 0.0
C -2.085 3.249 2.809 0.0 0.0 0.0
C -1.265 2.393 3.728 0.0 0.0 0.0
C -1.332 2.369 5.091 -0.1 0.1 0.0
Cl -2.334 3.335 6.089 0.0 0.0 0.0
S -0.271 1.223 5.799 0.0 0.0 0.0
C 0.284 0.735 4.253 0.0 0.0 0.0
C -0.322 1.433 3.255 0.0 0.0 0.0
C -5.762 3.699 1.911 0.0 -0.1 -0.1
Cl -5.231 3.533 0.259 0.0 0.0 0.0
C -6.785 4.601 2.145 0.0 0.0 0.0
H -7.107 4.167 5.492 0.0 0.0 0.0
H -5.268 2.582 5.048 0.0 0.0 0.0
H -3.750 1.630 3.754 0.0 0.0 0.0
H -4.955 0.976 1.023 0.0 0.0 0.0
H -5.345 0.193 2.561 0.0 0.1 0.0
H -3.592 -1.421 3.594 0.0 0.0 0.0
H -1.259 -2.469 2.617 0.0 0.0 0.0
H -2.654 0.527 0.003 0.0 0.0 0.0
H -2.635 4.017 3.358 0.0 0.0 0.0
H -1.442 3.748 2.085 0.0 0.0 0.0
H 1.019 -0.051 4.174 0.0 0.0 0.0
H -0.129 1.278 2.202 0.0 0.0 0.0
H -7.210 5.168 1.330 0.0 0.0 0.0
C 3.420 0.362 -7.079 0.0 0.0 0.0
C 2.999 -1.114 -7.124 0.0 0.0 0.0
C 1.748 -1.264 -8.001 0.0 0.0 0.0
C 4.133 -1.923 -7.753 0.0 0.0 0.0
C 2.678 -1.579 -5.704 0.0 0.0 0.0
C 3.430 -2.562 -5.054 0.0 0.0 0.0
C 3.166 -2.989 -3.751 -0.1 0.1 -0.1
C 2.109 -2.381 -3.126 -0.1 -0.1 0.2
O 1.604 -2.599 -1.823 -0.1 0.2 -0.6
B 0.561 -1.704 -1.771 0.6 0.1 0.6
O 0.326 -0.975 -2.886 0.1 -0.2 0.0
C 1.350 -1.412 -3.755 -0.1 0.0 0.0
C 1.598 -0.987 -5.032 0.1 -0.1 0.0
H 3.590 0.731 -8.091 0.0 0.0 0.0
H 4.345 0.490 -6.514 0.0 0.0 0.0
H 2.653 0.988 -6.622 0.0 0.0 0.0
H 1.992 -1.023 -9.036 0.0 0.0 0.0
H 0.947 -0.593 -7.691 0.0 0.0 0.0
H 1.366 -2.286 -7.975 0.0 0.0 0.0
H 4.316 -1.555 -8.762 0.0 0.0 0.0
H 3.885 -2.983 -7.830 0.0 0.0 0.0
H 5.067 -1.822 -7.197 0.0 0.0 0.0
H 4.251 -3.029 -5.576 0.0 0.0 0.0
H 3.756 -3.759 -3.276 0.0 0.0 0.0
H 0.978 -0.233 -5.495 0.0 0.0 0.0
```
Positions in Å, forces in eV/Å.

Its charge is +2. Its energy above the lowest of the compared OMol25 structures with the same formula, charge and spin is 13.3 kcal/mol. The calculation puts the largest force on an atom at 1.17 eV/A. Its HOMO-LUMO gap (spin up / spin down) is 5.9 / 6.5 eV. The HOMO energy (spin up / spin down) is -12.87 / -12.87 eV. As for the expectation value of S²: 1.245. The spin multiplicity is 2.



Entry 2:
C35H34ClIN2O4SSn as an isolated structure. Source: the Open Molecules 2025 dataset; level of theory: the ωB97M-V functional and the def2-TZVPD basis.

XYZ file:
```
79
Properties=species:S:1:pos:R:3:forces:R:3
Sn 0.335 -1.437 0.717 -0.1 0.2 0.0
C -0.371 -1.828 4.128 0.0 0.0 0.0
O -1.026 -1.947 2.861 0.0 0.0 0.0
C -2.352 -1.435 2.863 0.0 0.1 0.0
C -2.899 -1.658 1.476 0.1 -0.1 0.0
O -2.034 -1.048 0.503 0.1 0.1 0.0
C -2.576 0.176 -0.045 0.0 0.0 0.1
H -0.893 -2.425 4.876 0.0 0.0 0.0
H -0.340 -0.784 4.447 0.0 0.0 0.0
H 0.642 -2.206 4.006 0.0 0.0 0.0
H -2.334 -0.366 3.102 0.0 0.0 0.0
H -2.961 -1.954 3.608 0.0 0.0 0.0
H -3.902 -1.243 1.386 0.0 0.0 0.0
H -2.936 -2.724 1.243 0.0 0.0 0.0
H -3.528 -0.057 -0.523 0.0 0.0 0.0
H -1.865 0.546 -0.773 0.0 0.0 -0.1
H -2.709 0.921 0.742 0.0 0.0 0.0
Cl -1.857 -4.831 -5.340 0.0 0.0 0.0
C -1.318 -3.700 -4.197 0.0 -0.1 0.0
C -1.021 -2.413 -4.611 0.0 0.1 0.0
C -0.575 -1.454 -3.715 0.0 -0.1 0.0
I -0.142 0.446 -4.352 0.0 0.0 0.0
C -0.416 -1.781 -2.322 0.1 0.2 -0.1
O 0.009 -0.946 -1.485 0.0 0.0 0.0
C -0.760 -3.134 -1.896 -0.1 -0.2 -0.1
N -0.622 -3.398 -0.589 0.0 0.0 0.0
C -0.884 -4.616 -0.148 0.0 0.0 0.0
C -1.315 -5.643 -0.993 0.0 0.0 0.1
C -1.471 -5.381 -2.332 0.0 -0.1 0.0
C -1.191 -4.094 -2.817 0.0 0.1 0.0
H -1.142 -2.158 -5.655 0.0 0.0 0.0
H -0.749 -4.789 0.913 0.0 0.0 0.0
H -1.521 -6.623 -0.588 0.0 0.0 0.0
H -1.806 -6.153 -3.012 0.0 0.0 0.0
C 3.630 -4.723 1.571 0.1 -0.1 0.1
C 3.540 -3.596 0.759 0.1 0.1 0.2
C 3.976 -2.337 1.257 0.0 0.1 0.0
C 3.885 -1.197 0.498 -0.1 0.0 0.0
C 3.350 -1.270 -0.798 0.0 0.1 0.1
C 2.944 -2.506 -1.324 -0.1 0.1 -0.1
C 3.030 -3.644 -0.563 -0.1 -0.1 -0.1
C 3.200 -0.078 -1.575 0.1 -0.1 -0.1
N 3.068 0.870 -2.213 -0.1 0.1 0.0
H 4.042 -4.625 2.565 0.0 -0.1 0.0
H 3.344 -5.709 1.233 0.0 0.0 -0.1
H 4.389 -2.285 2.256 0.0 0.0 0.0
H 4.212 -0.244 0.891 0.0 0.0 0.0
H 2.575 -2.551 -2.340 0.0 0.0 0.0
H 2.720 -4.596 -0.978 0.0 0.0 0.0
O 0.118 0.779 0.885 0.0 -0.3 0.0
S 1.100 1.929 0.569 0.0 0.2 0.0
C 0.644 3.207 1.783 0.0 0.0 0.0
C -0.835 3.402 1.918 0.0 0.0 0.0
C -1.559 2.621 2.815 0.0 0.0 0.0
C -2.930 2.785 2.942 0.0 0.0 0.0
C -3.592 3.727 2.166 0.0 0.0 0.0
C -2.874 4.519 1.280 0.0 0.0 0.0
C -1.501 4.362 1.161 0.0 0.0 0.0
C 0.418 2.636 -0.937 0.0 0.0 0.0
C 1.064 3.941 -1.322 0.0 0.0 0.0
C 2.435 4.144 -1.208 0.1 -0.1 -0.1
C 2.996 5.353 -1.589 0.0 0.1 0.0
C 2.194 6.364 -2.101 0.0 0.0 0.0
C 0.827 6.163 -2.228 0.0 0.0 0.0
C 0.263 4.959 -1.834 0.0 0.0 0.0
H 1.171 4.104 1.450 0.0 0.0 0.0
H 1.102 2.864 2.710 0.0 0.0 0.0
H -1.038 1.902 3.437 0.0 0.0 0.0
H -3.483 2.194 3.662 0.0 0.0 0.0
H -4.659 3.865 2.273 0.0 0.0 0.0
H -3.381 5.277 0.699 0.0 0.0 0.0
H -0.939 5.007 0.495 0.0 0.0 0.0
H -0.650 2.750 -0.741 0.0 0.0 -0.1
H 0.565 1.860 -1.692 0.1 0.0 0.1
H 3.083 3.351 -0.857 0.0 0.0 0.0
H 4.063 5.501 -1.501 0.0 0.0 0.0
H 2.633 7.304 -2.403 0.0 0.0 0.0
H 0.198 6.948 -2.628 0.0 0.0 0.0
H -0.808 4.809 -1.922 0.0 0.0 0.0
```
Positions in Å, forces in eV/Å.

Its charge is +2. Its energy above the lowest of the compared OMol25 structures with the same formula, charge and spin is 0.0 kcal/mol. The calculation puts the largest force on an atom at 0.27 eV/A. Its HOMO-LUMO gap (spin up / spin down) is 4.4 / 7.3 eV. The HOMO energy (spin up / spin down) is -12.55 / -13.49 eV.



Entry 3:
C35H34ClNOPbSi2 as an isolated structure at a distorted geometry. Source: the Open Molecules 2025 dataset; level of theory: the ωB97M-V functional and the def2-TZVPD basis.

XYZ file:
```
75
Properties=species:S:1:pos:R:3:forces:R:3
C 5.882 -0.392 -1.413 -0.3 0.5 -0.2
C 4.885 -1.332 -1.789 -0.2 0.3 0.3
C 3.874 -0.642 -2.511 0.1 0.3 0.2
H 4.932 -2.408 -1.622 -0.1 0.2 0.0
C 4.241 0.730 -2.586 0.3 -0.3 0.3
C 5.491 0.889 -1.910 -0.1 -0.8 -0.1
H 6.083 1.797 -1.852 -0.2 -0.1 0.0
H 6.814 -0.622 -0.901 -0.2 0.1 -0.1
H 3.015 -1.096 -3.004 0.2 0.2 0.2
H 3.707 1.499 -3.142 0.1 -0.2 0.2
Pb 3.554 0.646 0.346 -1.6 0.6 -2.3
Si -4.649 1.732 1.951 -0.8 0.3 0.7
C -5.356 0.024 2.029 0.1 -0.6 0.1
C -6.506 -0.312 2.767 0.2 -0.4 -0.4
H -7.037 0.463 3.325 0.1 -0.2 -0.1
C -6.968 -1.635 2.778 0.1 0.1 0.0
H -7.865 -1.896 3.346 0.3 0.1 -0.2
C -6.284 -2.627 2.065 0.2 0.3 -0.1
H -6.636 -3.660 2.082 0.1 0.3 0.0
C -5.140 -2.295 1.326 -0.1 0.2 0.1
H -4.608 -3.057 0.752 -0.2 0.2 0.2
C -4.673 -0.976 1.315 -0.5 -0.4 0.2
H -3.776 -0.715 0.744 -0.3 -0.1 0.1
C -5.144 2.546 0.367 -0.1 0.4 -0.7
C -5.859 1.865 -0.637 0.3 0.4 -0.2
H -6.230 0.851 -0.456 0.2 0.3 -0.1
C -6.081 2.473 -1.880 0.0 0.2 0.2
H -6.599 1.919 -2.666 0.1 0.2 0.2
C -5.636 3.780 -2.115 0.1 -0.2 0.3
H -5.803 4.248 -3.085 0.1 -0.1 0.3
C -4.984 4.487 -1.096 -0.1 -0.1 0.1
H -4.653 5.513 -1.269 -0.1 -0.3 0.0
C -4.750 3.880 0.142 -0.1 -0.3 -0.5
H -4.245 4.429 0.942 -0.1 -0.1 -0.3
H -3.205 1.741 2.192 0.2 0.0 -0.1
Si 0.631 0.063 -0.053 3.0 0.1 0.4
C 0.303 1.008 -1.606 -0.5 0.2 -0.4
C -0.416 0.417 -2.658 0.1 0.6 -0.2
H -0.755 -0.618 -2.571 0.0 0.3 0.0
C -0.691 1.155 -3.814 0.2 0.1 0.0
H -1.282 0.699 -4.610 0.2 0.2 0.1
C -0.214 2.465 -3.956 0.1 -0.4 0.4
H -0.433 3.034 -4.860 0.1 -0.2 0.2
C 0.554 3.034 -2.930 -0.1 -0.1 0.0
H 0.957 4.041 -3.044 -0.1 -0.2 0.0
C 0.806 2.322 -1.758 -0.3 -0.4 -0.3
H 1.393 2.786 -0.955 -0.3 -0.2 -0.3
C 0.207 -1.726 -0.171 -0.7 -0.7 0.2
C 1.000 -2.651 -0.900 -0.6 0.2 0.1
H 1.984 -2.358 -1.282 -0.4 0.1 0.0
C 0.503 -3.930 -1.168 -0.1 0.1 0.3
H 1.086 -4.617 -1.782 -0.1 0.1 0.2
C -0.738 -4.327 -0.655 0.0 0.3 0.1
H -1.136 -5.316 -0.885 0.1 0.3 0.1
C -1.465 -3.458 0.170 0.3 0.0 0.0
H -2.410 -3.772 0.613 0.2 0.0 -0.1
C -0.984 -2.173 0.435 0.2 -0.5 -0.5
H -1.534 -1.509 1.105 0.1 -0.1 -0.3
H -5.293 2.497 3.042 0.1 0.1 0.2
Cl -0.268 1.000 1.575 -0.5 0.1 0.2
O 3.553 -1.665 1.435 0.4 -0.5 0.4
C 4.855 -2.164 1.830 -1.0 -0.7 0.1
C 5.682 -1.024 2.331 -0.3 1.0 0.0
C 6.658 -1.218 3.305 0.1 -0.1 -0.1
C 7.403 -0.130 3.756 -0.5 -0.2 -0.4
C 7.145 1.115 3.178 0.1 0.1 0.0
C 6.163 1.241 2.205 -0.6 -1.1 0.0
N 5.389 0.188 1.816 2.5 -0.5 1.8
H 2.912 -2.394 1.307 0.5 0.5 -0.1
H 4.716 -2.904 2.644 0.2 0.3 -0.4
H 5.331 -2.653 0.968 0.0 0.2 0.2
H 6.795 -2.238 3.669 0.1 0.4 0.1
H 8.152 -0.255 4.537 -0.2 0.1 -0.2
H 7.697 1.997 3.487 0.0 -0.1 -0.1
H 5.956 2.193 1.711 0.0 -0.2 0.2
```
Positions in Å, forces in eV/Å.

Its charge is 0. The calculation puts the largest force on an atom at 3.09 eV/A. Its HOMO-LUMO gap is 5.4 eV. The HOMO energy is -5.77 eV.



What is the charge in the third record?
0